The following is a DFT calculation (ωB97M-V/def2-TZVPD) of a cluster of 3 separate species, C27H39BN2OP in total at a distorted geometry.

Geometry as XYZ:
```
71
Properties=species:S:1:pos:R:3
C -2.97 -3.55 -0.59
C -2.16 -2.87 0.67
B -1.29 -1.65 -0.01
O -2.05 -0.52 -0.47
C 0.31 -1.86 -0.16
C 0.60 -2.44 -1.64
C 0.61 -1.32 -2.80
C 0.82 0.16 -2.22
C 1.35 1.12 -3.37
C 1.39 0.71 -4.89
C 1.89 1.79 -5.86
N 2.37 3.10 -5.62
C 2.35 3.52 -4.27
C 1.84 2.58 -3.17
C 1.76 0.07 -0.93
N 1.17 -0.69 0.24
P 0.39 0.39 1.49
C 1.79 0.70 2.76
C -0.12 2.04 0.75
C -0.42 3.17 1.89
H -2.70 -2.97 -1.56
H -2.67 -4.63 -0.77
H -4.11 -3.42 -0.48
H -2.87 -2.51 1.48
H -1.43 -3.69 1.02
H -2.92 -0.59 -0.01
H 0.59 -2.72 0.56
H 1.60 -3.01 -1.57
H -0.19 -3.26 -1.81
H 1.44 -1.63 -3.54
H -0.38 -1.41 -3.37
H -0.21 0.55 -1.90
H 1.06 -0.33 -5.26
H 1.88 1.48 -6.97
H 2.71 4.56 -3.99
H 1.82 3.00 -2.10
H 2.19 1.09 -0.60
H 2.70 -0.54 -1.25
H 1.99 -1.10 0.74
H 1.40 0.63 3.84
H 2.32 1.72 2.58
H 2.60 -0.11 2.68
H 0.65 2.53 0.05
H -1.08 1.90 0.12
H 0.57 3.66 2.22
H -0.99 2.74 2.79
H -1.04 4.02 1.43
C 3.61 -1.50 5.60
C 4.24 -1.37 6.84
C 3.71 -2.02 7.95
C 2.57 -2.79 7.83
C 1.94 -2.92 6.60
C 2.46 -2.27 5.48
H 4.02 -0.99 4.73
H 5.14 -0.77 6.93
H 4.20 -1.91 8.92
H 2.16 -3.30 8.70
H 1.04 -3.53 6.51
H 1.96 -2.37 4.52
C -4.52 0.93 -2.36
C -3.24 1.46 -2.44
C -3.02 2.64 -3.14
C -4.08 3.29 -3.77
C -5.36 2.76 -3.69
C -5.58 1.58 -2.99
H -4.70 0.01 -1.81
H -2.42 0.96 -1.95
H -2.01 3.05 -3.21
H -3.90 4.21 -4.31
H -6.19 3.27 -4.17
H -6.58 1.16 -2.93
```

Net charge: +1
LUMO energy, eV: -2.81
Kohn-Sham gap, eV: 8.6